ORCA calculation (ωB97M-V/def2-TZVPD) on a molecular structure, C5H8O.

XYZ file:
```
14
Properties=species:S:1:pos:R:3:nbo_charge:R:1
C 0.39 1.68 -0.15 -0.60
C 0.53 0.22 -0.51 -0.33
C 0.92 -0.76 0.49 -0.24
C -0.69 -0.62 -0.69 -0.22
C -1.42 -1.08 0.46 0.32
O -2.31 -1.91 0.51 -0.60
H -0.27 1.80 0.72 0.22
H 1.36 2.11 0.09 0.21
H -0.05 2.22 -0.99 0.22
H 1.14 0.06 -1.40 0.25
H 0.99 -0.46 1.54 0.21
H 1.38 -1.71 0.27 0.22
H -1.01 -0.92 -1.70 0.23
H -0.97 -0.63 1.37 0.10
```

Values from the calculation:
* ΔE to the lowest compared entry with this formula, charge and spin: 332.4 kJ/mol
* frontier orbital gap: 8.616 eV
* lowest unoccupied orbital energy: -0.003 Ha
* HOMO level: -0.3200 Eh
* net charge: 0
* calculated total energy: -7358.8103 eV